Below is 15 unconnected molecules or ions with the total composition C31H88F3O22 at a distorted geometry, with properties calculated with the ωB97M-V functional and the def2-TZVPD basis.

Calculated values
frontier orbital gap: 8.7 eV
molar mass: 870.0 g mol⁻¹
ΔE to the lowest compared entry with this formula, charge and spin: 0.0 kcal/mol
calculated total energy: -86763.367 eV
HOMO: -6.5650 eV
lowest unoccupied orbital energy: 0.07895 Ha
net charge: -1

Cartesian coordinates (Å):
H: 5.78899 -0.95436 3.19732
C: 0.09704 -5.40844 -3.03262
H: -4.83670 0.37921 0.93056
H: 1.93508 7.55416 -1.81043
H: -4.03648 0.12906 5.80861
C: 2.03547 -1.68397 0.91462
H: -0.90630 -5.57325 -2.63988
O: -2.90728 -3.68005 3.08828
H: -3.09572 -4.23949 5.17282
O: 5.20322 -1.66602 2.93915
C: -3.63707 -4.10495 4.23638
C: -1.94134 0.30933 3.17910
H: -3.63638 -7.72271 1.75200
H: -2.36804 -8.69366 2.58312
O: 4.05470 3.81591 -1.43510
H: 2.83962 3.52612 0.24514
H: -2.48495 -0.63561 5.55311
O: 1.20868 4.23900 -3.64998
H: -3.81131 -1.06191 4.57374
H: -0.67538 2.56828 -4.56544
H: 1.63542 -0.43421 4.06922
C: 2.24047 -0.13280 1.30423
H: -3.82810 1.69903 -6.28924
H: 4.34447 -1.25158 2.85541
H: -2.51770 -5.76044 1.44353
H: 3.78239 6.18108 -0.78291
O: 1.89418 5.58561 -1.11648
H: 4.19019 1.36394 2.11563
H: -0.91917 2.15632 0.43772
C: 1.01779 -5.11083 -1.82328
H: 2.93174 3.27557 -4.36065
C: -3.08027 4.78204 -1.21022
C: -2.19681 1.11035 -4.22062
C: -2.33205 8.62335 -3.14162
H: 0.99115 -5.08874 1.05228
H: -1.15995 -4.48533 3.89845
H: 5.12070 2.24592 -0.67584
C: -1.30926 1.92543 -5.17622
H: -3.84196 -8.37756 3.43063
C: -0.20304 1.99082 -0.36718
H: -2.62636 9.63076 -3.43590
C: -3.03434 2.01368 -6.96676
H: -2.12228 5.01872 -0.74723
C: 2.37316 4.20694 -4.45350
H: 5.35866 -4.55764 2.41763
O: 4.08344 -5.84777 2.92784
C: -2.27638 -0.42750 -2.49481
C: -1.72253 -4.39186 2.96954
O: 2.71120 0.08224 2.64107
O: 6.08636 -3.94479 2.31231
C: -3.94680 0.99338 0.79278
O: -2.59599 -6.73610 3.27441
C: 1.54548 -5.80671 0.44784
C: -2.62317 5.57851 -3.39868
O: 0.96878 -6.11501 -0.79857
O: -2.93943 0.84742 4.09133
H: 0.86827 -4.11035 -1.41735
H: 2.07910 -5.19432 -2.05730
H: 0.03280 -2.18900 3.88175
H: 2.97936 0.25186 0.60125
H: 0.49624 2.82693 -0.36145
C: -3.33849 -0.19597 5.03708
F: 1.90223 -1.80905 -0.40054
C: -0.48507 -7.10779 -4.56148
H: -1.49165 1.21050 2.76226
H: 1.37822 4.25426 -2.70519
C: 0.77859 -2.08078 4.66927
H: -2.94474 3.78032 -1.61801
H: -2.55524 1.13913 -7.40692
H: -1.35268 -7.45203 -3.99857
O: 1.02421 0.64905 1.10959
C: -3.15360 -7.94759 2.70303
H: 1.18338 7.37704 -0.25269
H: -2.79065 1.82728 -3.65365
C: 3.10580 -5.27111 3.76370
H: -0.88043 -6.36595 -5.25535
H: 3.57893 -4.86856 4.65936
O: 1.22776 -0.74760 4.87989
O: 0.47822 -6.62426 -3.68263
C: 0.48377 0.68504 -0.21472
H: -3.81425 4.76581 -0.40454
O: -2.88416 0.12988 0.74007
H: -2.80770 6.39270 -5.43338
H: 1.62111 -2.61666 4.23210
O: 0.59846 2.69552 3.04047
H: -0.75469 1.16469 -5.72562
H: -3.32253 2.68697 -7.77406
H: 1.73415 -6.63597 1.12963
H: -1.58298 5.63166 -3.07730
H: -2.80200 4.69961 -4.01809
H: -2.83568 0.50537 -4.86402
H: -2.96474 0.21754 -1.94876
O: -2.03699 2.75945 -6.12454
H: 3.57272 1.59703 5.20597
H: 2.90086 6.05990 0.73723
F: 1.02482 -2.30034 1.51341
H: -3.05493 8.21308 -2.43648
H: 2.55582 -5.41378 0.33420
O: -1.41070 0.30572 -3.35980
H: -4.07112 -5.09422 4.09130
H: -4.06361 7.01328 -4.37723
H: -1.00812 -3.96548 2.26532
O: -2.10350 7.82224 -4.26645
C: 3.01803 5.61476 -0.25081
O: 2.70184 1.88080 4.92798
H: 2.54477 1.40777 4.11079
H: -3.79741 1.80447 1.50546
C: 4.40266 2.40935 -1.47948
H: 2.55530 -4.56899 3.13753
F: 3.08910 -2.38144 1.23839
O: -3.38851 5.67069 -2.25844
H: -0.32006 -0.05113 -0.21678
H: 0.34095 6.84832 -1.69722
H: 1.17141 0.57063 -1.05267
H: 4.92443 2.12443 -2.39309
H: -1.13729 -0.21908 3.69136
H: -1.41016 8.59625 -2.56068
H: 0.61858 3.24911 2.25985
C: -2.53571 -0.54796 2.00870
H: 4.57048 -6.47339 3.46913
H: 5.70378 -3.08534 2.48897
H: 3.00092 4.99079 -4.02971
H: 2.41174 -6.05107 4.07677
C: -3.01261 6.72696 -4.41633
H: -4.10423 1.52489 -0.14573
C: 3.58849 4.23595 -0.10619
H: 0.87031 1.83205 2.72941
H: -2.88404 -1.15339 -3.03513
H: -0.96726 -6.23136 2.02858
O: 5.06122 1.76078 2.10862
H: 0.31022 -2.59410 5.50905
H: -1.72927 -1.04175 -1.77964
H: 4.38416 4.20255 0.63804
C: 1.31765 6.88206 -1.21449
H: -0.10599 -7.98115 -5.09217
H: -0.73572 2.26397 -1.27808
H: 2.08529 4.30695 -5.50003
H: 5.58151 1.20795 2.69164
H: -1.77389 -1.25629 1.68314
H: -3.37590 -1.13446 2.38045
C: -1.93482 -5.85424 2.35979
H: 3.48152 1.88061 -1.23445
H: -4.51752 -3.46805 4.32174
H: 0.07564 -4.50884 -3.64772

Cartesian forces (eV/Å) of the 2 atoms listed first:
H 0.19 -0.03 0.08
C 0.34 -0.87 1.70